The following is a DFT calculation (ωB97M-V with the def2-TZVPD basis set) of C4H4BrN3 in the gas phase.

Values from the calculation:
HOMO-LUMO gap (spin up / spin down), eV: 7.45 / 8.49
Highest occupied orbital energy (spin up / spin down), eV: -8.3 / -8.5

Last column: natural (NBO) charge in e.
CARTESIAN COORDINATES (ANGSTROEM)
Br1 -0.01517 0.93593 -2.51890  0.09
N1 -3.22147 0.57372 -0.57361  -0.30
N2 0.60769 -1.73386 0.19692  -0.06
N3 -0.28941 -1.88575 -0.50943  0.08
C1 1.12963 -0.62467 0.74778  -0.29
C2 -2.08927 0.48967 -0.67124  0.20
C3 0.27214 0.63744 0.42881  -0.47
C4 -0.65688 0.50208 -0.77140  -0.23
H1 1.96246 -0.45620 0.20825  0.23
H2 1.13954 1.44995 0.34838  0.25
H3 -0.33269 0.76635 1.34442  0.24
H4 1.49344 -0.65466 1.77001  0.24


The following is a DFT calculation (ωB97M-V with the def2-TZVPD basis set) of C4H4BrN3 in the gas phase.

Values from the calculation:
HOMO-LUMO gap (spin up / spin down), eV: 6.37 / 8.53
Highest occupied orbital energy (spin up / spin down), eV: -7.8 / -8.5

Last column: natural (NBO) charge in e.
CARTESIAN COORDINATES (ANGSTROEM)
Br1 -1.90623 -2.55865 0.37985  0.05
N1 -1.60922 -0.88549 3.80855  -0.29
N2 1.44343 -1.50589 1.89682  0.07
N3 1.56316 -0.87523 0.94963  -0.08
C1 0.88036 -0.46703 -0.12482  -0.30
C2 -1.36961 -0.90127 2.68274  0.19
C3 -0.75587 0.00224 0.31341  -0.47
C4 -1.36390 -0.90808 1.25303  -0.16
H1 1.27659 0.50889 -0.58773  0.25
H2 0.53251 -1.34479 -0.78268  0.27
H3 -0.68819 0.96280 0.75872  0.23
H4 -1.40572 -0.08085 -0.51079  0.25


The following is a DFT calculation (ωB97M-V with the def2-TZVPD basis set) of C4H4BrNO3 in the gas phase.

Values from the calculation:
HOMO-LUMO gap, eV: 10.11
SMILES: O=C1C=C(Br)[C@@H](O)N1O
Highest occupied orbital energy, eV: -9.7

Last column: natural (NBO) charge in e.
CARTESIAN COORDINATES (ANGSTROEM)
Br1 -3.34162 -0.07655 0.12147  0.13
O1 -0.43717 -1.81001 -0.74150  -0.70
O2 2.27714 -0.55786 0.17075  -0.54
O3 1.42281 2.10178 -0.27740  -0.60
N1 0.92347 0.00377 0.19621  -0.15
C1 -0.35048 -0.87057 0.23950  0.22
C2 -0.82400 1.33759 -0.00048  -0.28
C3 0.67392 1.22264 -0.07980  0.60
C4 -1.47329 0.20578 0.10116  -0.08
H1 -1.32085 2.27159 -0.13700  0.23
H2 0.07225 -2.57512 -0.68547  0.49
H3 2.83477 0.15238 -0.15386  0.50
H4 -0.45696 -1.40541 1.24644  0.18


The following is a DFT calculation (ωB97M-V with the def2-TZVPD basis set) of C4H4BrNO3 in the gas phase.

Values from the calculation:
HOMO-LUMO gap, eV: 9.83
SMILES: O=C1C=C(Br)[C@@H](O)N1O
Highest occupied orbital energy, eV: -9.6

Last column: natural (NBO) charge in e.
CARTESIAN COORDINATES (ANGSTROEM)
Br1 -1.63017 2.46141 1.55192  0.15
O1 -1.71388 0.31690 -1.32633  -0.70
O2 0.51939 -1.95876 -0.90814  -0.57
O3 2.33536 -0.71958 0.21268  -0.58
N1 0.17808 -0.62731 -0.49290  -0.22
C1 1.27365 -0.13280 0.23103  0.63
C2 0.81881 1.07787 0.92199  -0.39
C3 -1.16332 -0.22511 -0.23388  0.33
C4 -0.51129 1.17765 0.86617  -0.09
H1 -1.67285 -0.91138 0.31653  0.19
H2 1.66698 1.60728 1.34015  0.25
H3 1.16063 -2.38050 -0.33694  0.49
H4 -1.26138 0.31433 -2.14229  0.51


The following is a DFT calculation (ωB97M-V with the def2-TZVPD basis set) of a molecular structure, C4H4CdO2.

Values from the calculation:
HOMO-LUMO gap (spin up / spin down), eV: 6.62 / 6.11
Highest occupied orbital energy (spin up / spin down), eV: -7.3 / -6.6

Last column: natural (NBO) charge in e.
CARTESIAN COORDINATES (ANGSTROEM)
Cd1 1.13797 -1.12818 1.76150  0.80
O1 1.20959 1.23570 -2.36194  -0.54
O2 -0.62458 -1.79092 1.03948  -0.84
C1 -0.84802 -0.63556 0.17909  -0.14
C2 1.20905 1.38286 -1.08900  0.35
C3 0.40196 0.23042 0.35234  -0.61
C4 0.39446 1.57251 -0.04514  -0.23
H1 1.22638 2.67578 -0.55675  0.32
H2 -0.97376 -0.99871 -0.85378  0.20
H3 -1.77323 -0.13603 0.50482  0.19
H4 -1.35982 -2.40788 1.06937  0.51


The following is a DFT calculation (ωB97M-V with the def2-TZVPD basis set) of a molecular structure, C4H4Cl12Cr2O4S.

Values from the calculation:
HOMO-LUMO gap (spin up / spin down), eV: 5.58 / 6.52
Net charge: +2
Highest occupied orbital energy (spin up / spin down), eV: -15.8 / -15.8
2S+1: 9

Last column: natural (NBO) charge in e.
CARTESIAN COORDINATES (ANGSTROEM)
Cr1 -0.66117 -0.02967 1.52056  1.52
Cr2 -2.05639 -1.11218 -3.46539  1.65
Cl1 1.68546 -2.89108 1.40006  0.02
Cl2 2.51010 1.53015 -1.87576  0.00
Cl3 1.06143 3.95479 -1.40101  0.02
Cl4 1.95805 0.00323 1.06575  -0.01
Cl5 4.28527 -1.77248 0.62121  0.10
Cl6 -0.67558 -5.30955 2.09411  0.04
Cl7 -1.33887 4.66634 4.15949  0.05
Cl8 -3.29639 -5.27704 0.68080  0.03
Cl9 -0.75155 2.71982 2.04789  -0.08
Cl10 1.06808 5.01757 2.64719  0.10
Cl11 -0.71211 -5.06159 -0.88928  -0.01
Cl12 1.37375 3.15460 -4.19238  0.03
S1 -1.12890 -0.35537 -1.03844  2.61
O1 -0.86771 0.86881 -0.29177  -0.96
O2 -2.46534 -0.59982 -1.54169  -1.00
O3 -0.43785 -0.42070 -2.32426  -1.00
O4 -0.65730 -1.32155 -0.01809  -0.99
C1 -1.57158 -4.68686 0.67134  -0.25
C2 1.14101 2.53309 -2.48952  -0.25
C3 -0.59067 4.40970 2.52309  -0.25
C4 2.50674 -1.59244 0.45768  -0.27
H1 -1.17535 5.00927 1.82541  0.26
H2 0.19620 1.99414 -2.41902  0.20
H3 2.20141 -1.82709 -0.56203  0.25
H4 -1.60070 -3.60418 0.79407  0.20